Version 1
Below is 2 unconnected molecules or ions with the total composition C3H8N2O, with properties calculated with ωB97M-V/def2-TZVPD.

XYZ file:
```
14
Properties=species:S:1:pos:R:3:lowdin_charge:R:1
C 1.336 -0.418 1.727 -0.09
C -0.721 -0.129 -0.800 -0.22
C -1.270 1.231 -1.043 -0.15
N 2.028 0.109 0.835 -0.11
N -1.506 -0.978 -0.251 0.07
O 2.141 -0.619 -0.322 -0.12
H 1.067 -1.441 1.867 0.07
H 1.647 0.101 2.634 0.07
H -1.750 1.305 -2.099 0.11
H -0.290 1.811 -1.142 0.07
H -1.831 1.787 -0.386 0.02
H -1.242 -1.919 -0.250 0.08
H -2.305 -0.729 0.240 0.08
H 2.698 -0.109 -1.012 0.14
```

## Properties
Orbital gap ... 8.53 eV

***

Version 2
Below is C3H8N2O in the gas phase, with properties calculated with ωB97M-V/def2-TZVPD.

XYZ file:
```
14
Properties=species:S:1:pos:R:3:lowdin_charge:R:1
C 1.551 -0.513 -0.738 -0.09
C 0.210 -0.837 1.260 -0.08
N 0.529 0.016 0.137 -0.30
C -1.510 1.120 -0.096 -0.28
O -2.347 1.794 -0.912 0.01
N -0.444 0.645 -0.569 0.05
H -1.983 1.747 -1.807 0.10
H -1.877 1.107 0.931 0.13
H 1.261 -1.459 -1.211 0.08
H 2.457 -0.677 -0.158 0.08
H 1.749 0.222 -1.512 0.08
H -0.666 -0.464 1.782 0.06
H 0.014 -1.868 0.946 0.08
H 1.056 -0.834 1.946 0.08
```

## Properties
SMILES ... CN(C)/N=C/O
Orbital gap ... 8.87 eV

***

Version 3
Below is C3H8N2O in the gas phase, with properties calculated with ωB97M-V/def2-TZVPD.

XYZ file:
```
14
Properties=species:S:1:pos:R:3:lowdin_charge:R:1
C -2.111 0.517 -0.305 -0.13
C -1.149 -0.324 0.459 -0.34
C 2.546 -0.212 -0.226 -0.15
H -2.300 0.367 -1.378 0.08
H -1.603 1.498 -0.363 0.08
H -3.028 0.513 0.342 0.09
H -1.620 -1.387 0.408 0.13
H -1.166 0.094 1.668 0.18
H 1.389 -1.762 -0.460 0.06
H 3.288 -0.906 -0.059 0.07
H 1.847 1.733 0.044 0.04
N 1.235 -0.933 -0.015 0.00
N 2.654 1.080 0.160 0.05
O 0.018 -0.280 -0.276 -0.17
```

## Properties
SMILES ... [H]/N=C\NOCC
Orbital gap ... 9.89 eV

***

Which structure is the most stable? The one labeled version 2.

***

Version 1
Below is C3H8N2O in the gas phase, with properties calculated with ωB97M-V/def2-TZVPD.

XYZ file:
```
14
Properties=species:S:1:pos:R:3:lowdin_charge:R:1
C -1.500 -0.068 0.093 -0.06
C -0.127 0.494 -0.293 -0.40
C 0.952 -0.442 0.282 -0.51
H -1.632 -0.115 1.175 0.09
H -1.636 -1.067 -0.302 0.07
H -2.274 0.607 -0.305 0.08
H -0.024 0.526 -1.400 0.14
H 0.186 1.768 1.187 0.07
H 0.821 2.292 -0.181 0.08
H 1.849 -2.275 -0.072 0.11
H 0.689 -1.792 -1.272 0.09
N -0.025 1.859 0.195 0.04
N 1.177 -1.607 -0.417 0.16
O 1.543 -0.180 1.310 0.05
```

## Properties
SMILES ... C[C@@H](N)C(N)=O
Orbital gap ... 10.42 eV

***

Version 2
Below is C3H8N2O in the gas phase, with properties calculated with ωB97M-V/def2-TZVPD.

XYZ file:
```
14
Properties=species:S:1:pos:R:3:lowdin_charge:R:1
C -0.091 0.079 0.467 -0.38
C -1.234 -0.615 -0.264 -0.07
N -0.247 1.546 0.345 0.01
H -1.158 1.820 0.715 0.08
H -0.270 1.792 -0.648 0.09
H -0.106 -0.185 1.530 0.15
H 0.816 -2.185 -0.110 0.10
H -1.163 -0.476 -1.348 0.09
H -1.229 -1.693 -0.068 0.07
H -2.206 -0.235 0.070 0.08
N 2.224 0.563 -0.280 0.14
C 1.287 -0.300 -0.085 -0.47
O 1.540 -1.587 -0.339 0.07
H 1.839 1.476 0.014 0.04
```

## Properties
SMILES ... [H]/N=C(/O)[C@H](C)N
Orbital gap ... 10.38 eV

***

Version 3
Below is 2 unconnected molecules or ions with the total composition C3H8N2O, with properties calculated with ωB97M-V/def2-TZVPD.

XYZ file:
```
14
Properties=species:S:1:pos:R:3:lowdin_charge:R:1
C -0.104 -0.847 -0.360 -0.11
C 0.593 1.803 -1.174 -0.27
C -0.632 -0.039 0.660 -0.15
N -0.113 -1.957 1.037 -0.01
O -0.470 0.907 -1.221 -0.33
N -1.098 0.665 1.517 0.25
H -1.233 0.294 2.452 0.11
H -0.651 -2.800 0.867 0.04
H 0.815 -2.170 1.387 0.04
H 0.949 -0.779 -0.599 0.12
H -0.789 -1.300 -1.061 0.13
H 0.602 2.415 -0.253 0.06
H 0.548 2.505 -2.019 0.07
H 1.584 1.305 -1.233 0.06
```

## Properties
Orbital gap ... 8.71 eV

***

Which structure is the most stable? The one labeled version 1.

***

Version 1
Below is C3H8N2O in the gas phase, with properties calculated with ωB97M-V/def2-TZVPD.

XYZ file:
```
14
Properties=species:S:1:pos:R:3:lowdin_charge:R:1
O 0.027 -1.356 -1.527 0.05
C 0.318 -1.109 -0.373 -0.56
N 0.227 0.150 0.143 0.04
C -0.422 1.206 -0.619 -0.27
N -0.829 2.256 0.307 0.01
C 0.823 -2.135 0.604 -0.01
H 0.252 0.278 1.142 0.12
H -1.244 0.756 -1.173 0.12
H 0.273 1.593 -1.365 0.12
H -1.835 2.353 0.313 0.07
H -0.442 3.140 0.009 0.06
H 1.895 -1.987 0.706 0.08
H 0.627 -3.142 0.268 0.08
H 0.332 -2.005 1.565 0.08
```

## Properties
SMILES ... CC(=O)NCN
Orbital gap ... 10.42 eV

***

Version 2
Below is 2 unconnected molecules or ions with the total composition C3H8N2O, with properties calculated with ωB97M-V/def2-TZVPD.

XYZ file:
```
14
Properties=species:S:1:pos:R:3:lowdin_charge:R:1
C -0.487 -0.231 -0.680 -0.19
C -1.347 -0.034 1.434 0.04
C 0.797 -0.028 -0.112 -0.51
N 1.874 0.278 -0.911 0.13
O -0.720 0.383 -1.916 -0.02
N 0.853 -0.002 1.204 0.06
H -1.347 -0.146 -2.419 0.09
H -0.895 -1.228 -0.576 0.11
H 2.545 0.942 -0.558 0.10
H 1.666 0.380 -1.894 0.09
H 1.752 -0.346 1.561 0.06
H -2.247 -0.488 1.035 0.01
H -1.058 -0.524 2.351 0.01
H -1.386 1.044 1.481 0.03
```

## Properties
Orbital gap ... 8.07 eV

***

Version 3
Below is 2 unconnected molecules or ions with the total composition C3H8N2O, with properties calculated with ωB97M-V/def2-TZVPD.

XYZ file:
```
14
Properties=species:S:1:pos:R:3:lowdin_charge:R:1
C -2.237 0.154 0.489 -0.03
C -1.914 -0.507 -0.641 -0.29
N -0.649 -0.730 -1.171 0.03
H -1.462 0.526 1.131 0.01
H -3.281 0.219 0.755 0.03
H -2.638 -0.602 -1.437 0.09
H 0.221 -1.078 -0.754 0.05
H -0.703 -0.936 -2.147 0.07
C 1.849 0.313 0.756 -0.38
N 1.187 1.441 0.367 0.09
O 1.712 -0.813 0.321 0.01
H 2.693 0.438 1.453 0.13
H 0.584 1.760 1.122 0.09
H 0.860 1.693 -0.547 0.10
```

## Properties
SMILES ... C=CN.NC=O
Orbital gap ... 8.88 eV

***

Version 4
Below is C3H8N2O in the gas phase, with properties calculated with ωB97M-V/def2-TZVPD.

XYZ file:
```
14
Properties=species:S:1:pos:R:3:lowdin_charge:R:1
C 1.052 0.432 -1.541 -0.19
C 1.075 -0.628 -0.412 -0.20
C -1.676 0.224 1.834 -0.03
H -0.685 1.332 -0.697 0.17
H 0.209 0.232 -2.263 0.12
H 1.944 0.771 -1.997 0.09
H 1.357 -1.588 -0.860 0.10
H 1.954 -0.484 0.367 0.14
H -0.066 -1.743 0.928 0.15
H -2.363 1.026 1.940 0.02
H -2.020 -0.481 2.724 0.09
N -0.221 -0.915 0.262 -0.09
N -0.928 0.114 0.742 -0.12
O 0.368 1.709 -1.026 -0.25
```

## Properties
SMILES ... C=NNCCO
Orbital gap ... 9.95 eV

***

Which structure is the most stable? The one labeled version 1.

***

Version 1
Below is 2 unconnected molecules or ions with the total composition C3H8N2O, with properties calculated with ωB97M-V/def2-TZVPD.

XYZ file:
```
14
Properties=species:S:1:pos:R:3:lowdin_charge:R:1
C -1.431 0.789 -0.572 -0.08
C 0.744 -0.112 0.188 -0.53
C 0.465 -1.538 -0.072 -0.07
H -2.041 1.663 -1.073 0.08
H -1.558 -0.138 -1.366 0.08
H -1.687 0.389 0.670 0.15
H 0.425 2.160 1.220 0.30
H -0.636 -1.828 0.271 0.11
H 0.205 -1.981 -1.019 0.06
H 1.369 -2.058 0.503 0.12
H 1.888 -0.626 1.335 0.00
N 0.257 0.899 -0.867 -0.11
N 1.624 0.228 0.995 0.15
O 0.375 2.156 -0.213 -0.30
```

## Properties
Orbital gap ... 9.64 eV

***

Version 2
Below is C3H8N2O in the gas phase, with properties calculated with ωB97M-V/def2-TZVPD.

XYZ file:
```
14
Properties=species:S:1:pos:R:3:lowdin_charge:R:1
C -0.052 -0.372 -2.009 -0.08
C 0.961 -0.223 -0.756 -0.15
C 0.184 -0.518 0.497 -0.47
H -0.719 -1.308 -1.921 0.10
H -0.817 0.398 -2.029 0.04
H 0.479 -0.375 -2.979 0.06
H 1.365 0.783 -0.735 0.10
H 1.619 -1.100 -0.743 0.11
H -0.548 -1.679 1.858 0.04
H -0.518 0.637 2.053 0.13
H -1.086 1.919 -0.299 0.14
N 0.080 -1.628 1.076 0.13
N -0.554 0.586 1.044 -0.05
O -0.377 1.837 0.445 -0.10
```

## Properties
SMILES ... [H]/N=C(/CC)NO
Orbital gap ... 9.92 eV

***

Which structure is the most stable? The one labeled version 2.